No. 1
The following is a DFT calculation (ωB97M-V with the def2-TZVPD basis set) of the ion C3H7IN with charge +1 at a distorted geometry.

Each line ends with the Mulliken charge.
Positions of all 12 atoms, in Å:
C  1.16  0.90  0.19  -0.804
N  -0.04  0.31  -0.46  -0.110
C  -0.26  -1.22  -0.28  -0.325
C  -1.08  -0.31  0.50  -0.361
I  -3.16  0.14  -0.04  0.231
H  1.11  0.96  1.28  0.275
H  1.98  0.26  -0.10  0.384
H  1.37  1.83  -0.36  0.326
H  -0.32  0.60  -1.48  0.404
H  0.62  -1.65  0.32  0.251
H  -0.64  -1.80  -1.04  0.349
H  -0.74  -0.01  1.49  0.381

Output
* SMILES: C[N@H+]1C[C@@H]1I
* total charge: +1
* total energy: -470.6267 Ha
* HOMO level: -0.520 hartree
* Kohn-Sham gap: 9.919 eV


No. 2
The following is a DFT calculation (ωB97M-V with the def2-TZVPD basis set) of a structure of composition C23H43AsN4OS3Tl at a distorted geometry.

Each line ends with the Mulliken charge.
Positions of all 76 atoms, in Å:
Tl  -1.30  0.13  -1.20  0.370
C  0.78  6.16  2.17  -1.084
C  1.43  5.13  1.23  -0.228
C  0.54  4.92  0.01  -1.289
N  -0.81  4.44  0.44  0.179
C  -1.05  3.16  0.60  0.036
S  0.17  1.97  0.43  -0.374
N  -2.27  2.82  1.11  0.570
C  -3.40  3.73  1.32  0.259
O  -4.02  3.56  2.33  -0.545
C  -3.68  4.64  0.18  0.091
C  -3.45  4.30  -1.11  0.268
C  -3.77  5.23  -2.08  -0.472
C  -4.08  6.58  -1.76  -0.561
C  -4.19  6.89  -0.42  -0.506
C  -3.99  5.94  0.57  -0.516
H  1.35  6.27  3.10  0.373
H  -0.23  5.74  2.51  0.225
H  0.78  7.10  1.69  0.324
H  1.58  4.22  1.71  0.286
H  2.40  5.49  0.88  0.398
H  0.95  4.32  -0.80  0.426
H  0.36  5.83  -0.54  0.497
H  -1.51  5.11  0.76  0.204
H  -2.42  1.92  1.56  -0.178
H  -2.95  3.33  -1.43  0.172
H  -3.74  4.91  -3.15  0.345
H  -4.29  7.32  -2.59  0.364
H  -4.48  7.87  -0.10  0.446
H  -4.19  6.11  1.62  0.443
C  3.92  -6.38  0.29  -1.163
C  2.67  -5.75  0.86  -0.339
C  2.91  -4.30  1.19  0.044
C  3.17  -3.44  -0.03  -1.576
N  2.11  -3.48  -1.03  0.327
C  0.99  -2.81  -1.02  0.239
S  0.61  -1.59  0.07  -0.415
N  0.18  -3.01  -2.09  0.271
C  0.24  -4.00  -3.13  -0.832
C  0.57  -3.47  -4.50  -0.582
C  1.87  -2.71  -4.61  -0.437
C  3.18  -3.43  -4.21  -1.007
H  3.80  -7.45  0.39  0.385
H  4.73  -6.16  0.98  0.301
H  4.21  -6.06  -0.73  0.251
H  2.36  -6.21  1.76  0.400
H  1.88  -5.90  0.12  0.255
H  3.76  -4.26  1.89  0.393
H  2.13  -3.74  1.71  -0.193
H  4.11  -3.62  -0.52  0.464
H  3.30  -2.38  0.22  0.523
H  2.26  -4.09  -1.85  0.012
H  -0.60  -2.39  -2.00  -0.174
H  -0.71  -4.56  -3.21  0.353
H  0.99  -4.70  -2.91  0.439
H  -0.27  -2.85  -4.88  0.314
H  0.50  -4.34  -5.22  0.344
H  1.66  -1.79  -4.07  0.208
H  2.06  -2.33  -5.60  0.437
H  3.24  -3.66  -3.22  0.220
H  3.99  -2.74  -4.41  0.361
H  3.34  -4.32  -4.77  0.336
C  -0.19  0.08  3.23  -0.924
As  -1.63  -1.12  2.78  0.827
C  -1.04  -2.92  2.41  -0.706
C  -2.55  -1.11  4.49  -1.162
S  -2.99  -0.39  1.33  -0.515
H  0.29  -0.36  4.06  0.501
H  -0.82  1.04  3.50  0.265
H  0.38  0.33  2.38  0.217
H  0.03  -2.77  2.41  0.028
H  -1.31  -3.23  1.38  0.248
H  -1.38  -3.68  3.15  0.440
H  -2.18  -1.57  5.38  0.406
H  -3.56  -1.48  4.28  0.366
H  -2.73  -0.01  4.68  0.326

Output
* total charge: +1
* total energy: -4799.0975 Ha
* HOMO level: -0.393 hartree
* Kohn-Sham gap: 8.487 eV


No. 3
The following is a DFT calculation (ωB97M-V with the def2-TZVPD basis set) of the molecule C4H7OPS2 at a distorted geometry.

Each line ends with the Mulliken charge.
Positions of all 15 atoms, in Å:
C  0.10  0.60  -1.14  -0.853
C  0.48  1.44  0.08  -0.543
C  0.99  -0.69  -1.19  -0.570
C  -1.42  -0.01  1.58  -0.315
O  -1.42  -2.68  1.91  -0.586
P  -0.63  -1.56  1.40  0.437
S  -0.67  1.54  1.43  -0.054
S  0.20  -2.20  -0.58  -0.135
H  -0.93  0.34  -1.05  0.465
H  0.25  1.24  -1.92  0.423
H  1.43  1.00  0.41  0.316
H  0.70  2.37  -0.37  0.361
H  1.15  -0.88  -2.22  0.315
H  1.99  -0.55  -0.58  0.344
H  -2.24  0.03  2.23  0.398

Output
* total energy: -1369.5167 Ha
* HOMO level (alpha / beta): -0.292 / -0.296 hartree
* Kohn-Sham gap (alpha / beta): 6.683 / 6.802 eV


No. 4
The following is a DFT calculation (ωB97M-V with the def2-TZVPD basis set) of a cluster of 16 separate species, C3H40NO15S2 in total at a distorted geometry.

Each line ends with the Mulliken charge.
Positions of all 61 atoms, in Å:
N  1.09  0.01  0.46  0.453
C  1.21  0.82  -0.90  0.156
C  2.01  2.05  -0.51  -1.411
C  -0.22  1.19  -1.39  -0.130
S  -1.03  -0.28  -2.14  0.009
S  -1.57  -1.60  -0.73  -0.365
H  1.80  0.10  1.18  0.595
H  0.30  0.52  0.86  -0.023
H  1.04  -0.99  0.60  -0.174
H  1.63  0.14  -1.66  0.119
H  3.01  1.80  -0.15  0.449
H  2.06  2.77  -1.34  0.449
H  1.57  2.72  0.21  0.291
H  -0.87  1.67  -0.66  0.011
H  0.18  1.66  -2.32  0.431
H  -4.90  2.18  -0.81  0.283
H  -4.81  -1.04  2.79  0.286
H  -3.95  -2.00  1.85  0.303
O  -4.20  -1.09  2.05  -0.607
H  -1.26  5.47  -1.81  0.296
H  -1.36  4.66  -0.41  0.376
O  -1.18  4.62  -1.37  -0.627
H  -0.20  0.92  2.78  0.269
H  -1.56  1.55  2.83  0.425
O  -0.62  1.80  2.71  -0.741
H  -1.96  3.59  -2.15  0.419
H  -2.13  0.46  -2.50  0.181
O  -2.37  2.81  -2.65  -0.722
H  1.07  -0.19  -4.52  0.304
H  2.53  -0.29  -4.75  0.321
O  1.73  -0.85  -4.77  -0.653
H  -1.34  -1.38  3.12  0.254
H  0.22  -1.22  2.96  0.329
O  -0.65  -0.98  2.59  -0.543
H  2.34  -1.14  3.78  0.266
H  2.76  -1.80  2.49  0.277
O  2.12  -1.15  2.84  -0.587
H  -3.17  0.33  2.00  0.422
H  -2.95  1.62  1.11  0.347
O  -3.21  1.32  1.99  -0.756
H  1.57  -4.04  -3.86  0.247
H  1.33  -2.42  -4.02  0.322
O  1.60  -3.18  -3.44  -0.569
H  1.54  -3.10  -1.71  0.251
H  1.15  -3.03  -0.15  0.310
O  1.67  -2.62  -0.85  -0.448
H  4.48  -3.34  1.16  0.320
H  3.09  -3.07  0.38  0.407
O  3.53  -3.21  1.23  -0.692
H  3.49  -2.61  -1.35  0.168
H  3.92  -2.55  -2.80  0.338
O  4.08  -2.12  -1.95  -0.612
H  0.96  -4.21  4.17  0.302
H  0.35  -3.21  5.18  0.304
O  0.40  -3.41  4.24  -0.581
H  -3.10  2.56  -2.07  0.315
H  -4.56  0.68  -0.94  0.277
O  -4.17  1.56  -0.87  -0.598
H  -2.18  3.85  1.50  0.273
H  -0.88  3.09  1.58  0.296
O  -1.45  3.56  0.93  -0.612

Output
* total charge: +1
* total energy: -2117.7898 Ha
* HOMO level: -0.402 hartree
* Kohn-Sham gap: 8.635 eV


No. 5
The following is a DFT calculation (ωB97M-V with the def2-TZVPD basis set) of a structure of composition C30H21BBr3F8InN3OP.

Each line ends with the Mulliken charge.
Positions of all 69 atoms, in Å:
In  -0.66  0.47  -1.26  2.119
Br  -2.33  1.78  -4.48  -0.035
C  -1.88  3.62  -4.17  -0.546
Br  -0.38  3.80  -2.96  -0.086
H  -2.73  4.12  -3.73  0.330
H  -1.59  4.08  -5.10  0.384
C  -6.48  0.94  -1.47  -0.422
C  -5.43  0.18  -1.95  -1.071
C  -4.12  0.53  -1.67  0.187
C  -3.88  1.65  -0.88  -0.183
C  -4.93  2.42  -0.38  -0.309
C  -6.22  2.06  -0.68  -0.672
N  -2.52  1.92  -0.58  1.154
N  -2.28  2.86  0.18  -0.707
C  -0.89  3.02  0.49  0.016
C  -0.58  4.05  1.35  -0.561
C  0.74  4.21  1.74  -0.671
C  1.70  3.34  1.24  -0.816
C  1.30  2.35  0.36  -0.510
N  0.03  2.19  0.00  0.151
H  -7.49  0.66  -1.69  0.406
H  -5.62  -0.69  -2.56  0.439
H  -3.32  -0.09  -2.08  0.479
H  -4.72  3.27  0.24  0.442
H  -7.04  2.65  -0.30  0.396
H  -1.37  4.68  1.73  0.591
H  1.02  4.99  2.44  0.412
H  2.74  3.42  1.53  0.530
H  2.01  1.66  -0.06  0.691
F  6.46  -3.03  -2.85  -0.289
C  5.37  -2.61  -2.23  0.607
C  4.98  -3.19  -1.03  0.261
F  5.70  -4.16  -0.49  -0.295
C  3.84  -2.73  -0.40  0.391
F  3.55  -3.30  0.77  -0.375
C  3.05  -1.71  -0.91  -0.331
P  1.52  -1.18  0.00  0.457
C  0.63  -2.73  0.30  0.665
C  -0.21  -3.13  -0.74  -0.684
C  -0.96  -4.29  -0.61  -0.772
C  -0.90  -5.03  0.56  -0.533
C  -0.08  -4.62  1.61  -0.806
C  0.69  -3.47  1.48  -0.040
C  2.23  -0.61  1.59  0.573
C  1.42  -0.50  2.71  -0.315
C  1.90  0.12  3.86  -0.971
C  3.18  0.64  3.90  -0.647
C  3.99  0.54  2.78  -0.821
C  3.52  -0.08  1.63  -0.673
C  3.47  -1.12  -2.12  -0.017
Br  2.57  0.31  -2.97  -0.066
C  4.61  -1.57  -2.76  0.188
F  5.03  -1.03  -3.90  -0.324
H  -0.29  -2.53  -1.64  0.480
H  -1.60  -4.60  -1.42  0.462
H  -1.50  -5.92  0.67  0.399
H  -0.04  -5.19  2.52  0.425
H  1.33  -3.16  2.29  0.438
H  0.40  -0.87  2.71  0.510
H  1.25  0.19  4.73  0.481
H  3.56  1.11  4.80  0.407
H  5.00  0.93  2.79  0.431
H  4.17  -0.15  0.76  0.380
F  -3.41  0.05  1.77  -0.294
B  -2.06  -0.18  1.90  0.277
F  -1.56  -0.51  0.51  -0.171
F  -1.37  0.96  2.29  -0.372
F  -1.75  -1.26  2.68  -0.331
O  -0.78  -0.51  -2.85  -0.845

Output
* total energy: -10472.7872 Ha
* HOMO level: -0.294 hartree
* Kohn-Sham gap: 6.321 eV


Asked for ΔE to the lowest compared entry with this formula, charge and spin across the records above, the calculation gives 201.1; 57.3; 201.7; 0.0; 271.7 kJ/mol in order.